A) The following is a quantum chemistry calculation of C4H9N3 as an isolated structure, from OMol25.

Values from the calculation:
**Orbital gap**: 8.829 eV
**Charge**: 0
**HOMO energy**: -8.1 eV

The geometry in XYZ format:
```
16
C4H9N3 (the ωB97M-V functional and the def2-TZVPD basis)
H -1.645 -2.052 -1.017
H 1.266 -0.813 -2.165
C -1.207 -0.849 0.415
H 0.667 1.627 -1.225
C -0.893 0.137 1.413
H 0.763 -1.757 0.016
C 1.363 -0.791 -0.217
H 1.993 -0.571 0.650
H -0.836 2.255 -0.563
C 0.076 1.712 -0.313
N -1.913 -1.719 -0.095
N -0.181 0.363 0.139
H -1.702 0.830 1.631
N 1.876 -0.555 -1.389
H 0.655 2.268 0.433
H -0.282 -0.084 2.287
```

=====

B) The following is a quantum chemistry calculation of one molecule with the formula C4H9N3, from OMol25.

Values from the calculation:
**Orbital gap**: 9.984 eV
**Charge**: 0
**SMILES string**: [H]/N=C\N(/C=N\[H])CC
**HOMO energy**: -9.2 eV

The geometry in XYZ format:
```
16
C4H9N3 (the ωB97M-V functional and the def2-TZVPD basis)
H 1.394 1.168 -0.789
N -0.271 -0.097 0.315
H 3.010 0.075 -0.603
C 1.895 0.099 -0.597
H -0.497 -2.039 -0.273
H -2.782 -0.473 0.152
N -2.311 -1.264 -0.134
H 1.228 -1.394 0.806
C -0.632 1.255 0.250
H 1.654 -0.600 -1.453
H -2.374 1.009 -0.566
H 1.283 0.218 1.588
H 0.084 1.784 0.818
C -1.053 -1.152 -0.040
N -1.782 1.761 -0.147
C 1.155 -0.350 0.673
```

=====

B) is the most stable structure; the next one sits 338.4 kJ/mol above it.

=====

A) The following is a quantum chemistry calculation of CH4Br2OSi as an isolated structure, from OMol25.

Values from the calculation:
**Orbital gap (alpha / beta)**: 7.798 / 7.795 eV
**Charge**: 0
**HOMO energy (alpha / beta)**: -9.4 / -9.4 eV

The geometry in XYZ format:
```
9
CH4Br2OSi (the ωB97M-V functional and the def2-TZVPD basis)
H -0.483 -0.746 -2.086
Si -1.234 -0.214 -0.947
H -2.497 -0.948 -0.744
C 1.367 0.217 1.210
Br 1.365 1.962 0.643
O -0.614 -0.540 0.464
Br 2.506 -0.967 0.402
H -1.488 1.213 -1.168
H 1.078 0.022 2.228
```

=====

B) The following is a quantum chemistry calculation of one molecule with the formula CH4Br2OSi, from OMol25.

Values from the calculation:
**Orbital gap**: 10.331 eV
**Charge**: 0
**SMILES string**: [SiH3]OC(Br)Br
**HOMO energy**: -10.2 eV

The geometry in XYZ format:
```
9
CH4Br2OSi (the ωB97M-V functional and the def2-TZVPD basis)
C 1.213 -0.261 -0.088
H -2.005 1.639 0.190
Br 1.893 -2.025 0.603
H -1.401 -0.249 -1.198
H 1.053 -0.205 -1.126
O 0.175 0.104 0.619
Si -1.366 0.336 0.139
H -2.348 -0.409 0.944
Br 2.786 1.070 -0.081
```

=====

B) is the most stable structure; the next one sits 258.7 kJ/mol above it.